Computed, not measured: C3H2F2S2 in the gas phase in a non-equilibrium geometry, with wB97M-V/def2-TZVPD.

The relative energy (zero: lowest compared OMol25 entry of this formula, charge and spin) is 85.03 kcal/mol. The highest occupied orbital energy (alpha / beta) comes out at -9.44 / -8.96 eV. The calculation puts the HOMO-LUMO gap (alpha / beta) at 0.2773 / 0.2525 Ha. Its total energy is -30244.130 eV. The strongest force on any atom is 3.5 eV/A. The LUMO energy (alpha / beta) comes out at -0.0696 / -0.0769 Eh.

Geometry as XYZ:
```
9
Properties=species:S:1:pos:R:3:nbo_charge:R:1
C -0.8659 0.0049 -0.0137 0.150
C -1.5364 -0.6055 0.9542 0.473
C 0.4666 0.6623 -0.1035 -0.653
F -1.4527 -0.1579 -1.4006 -0.372
F -2.6306 -1.2744 0.7272 -0.272
S 3.0239 -0.9308 0.5252 -0.152
S 1.8605 -0.2674 -0.8792 0.286
H 0.1533 1.5781 -0.7080 0.263
H 0.9814 0.9907 0.8984 0.276
```

Computed, not measured: 8 unconnected molecules or ions with the total composition C10H36O8 in a non-equilibrium geometry, with wB97M-V/def2-TZVPD.

The multiplicity is 2. The highest occupied orbital energy (alpha / beta) comes out at 0.33 / -7.38 eV. The calculation puts the HOMO-LUMO gap (alpha / beta) at 0.0676 / 0.3498 Ha. Its total energy is -27330.629 eV. The strongest force on any atom is 3.3 eV/A. Its expectation value of S² is 0.750. As for the charge: -1. The LUMO energy (alpha / beta) comes out at 0.0796 / 0.0787 Eh.

Geometry as XYZ:
```
54
Properties=species:S:1:pos:R:3:nbo_charge:R:1
C 1.3177 -1.9648 -2.0068 -0.640
C 1.4492 -2.4882 -3.4444 -0.057
O 0.9066 -1.5629 -4.3127 -0.722
H 1.7978 -1.0014 -1.8355 0.196
H 1.8754 -2.6077 -1.3258 0.217
H 0.2663 -1.9644 -1.7193 0.219
H 0.8462 -3.3902 -3.5484 0.177
H 2.4783 -2.7625 -3.6763 0.144
H 1.4601 -0.7843 -4.4074 0.460
C -1.3951 -3.8754 0.5318 -0.676
C 0.0587 -3.6084 0.8031 -0.085
O 0.7275 -4.4833 0.0022 -0.731
H -2.0215 -3.1590 1.0635 0.218
H -1.7219 -4.7546 1.0870 0.206
H -1.7898 -3.8472 -0.4839 0.211
H 0.2631 -3.8149 1.8537 0.152
H 0.4324 -2.6046 0.6010 0.170
H 1.4557 -4.8589 0.5025 0.462
C 0.5641 2.4024 -1.9493 -0.644
C 1.0702 3.0068 -3.2453 -0.054
O 2.3312 3.4710 -3.0214 -0.722
H 1.3788 1.8631 -1.4661 0.214
H -0.2292 1.6624 -2.0548 0.217
H 0.3799 3.2030 -1.2328 0.214
H 0.4496 3.8411 -3.5722 0.157
H 1.1082 2.3020 -4.0759 0.145
H 2.9422 3.0218 -3.6100 0.468
C -0.4016 3.0699 1.8433 -0.660
C -1.7389 3.3330 1.1323 -0.085
O -2.1843 4.5824 1.5634 -0.746
H 0.0327 2.3020 1.2031 0.211
H -0.6031 2.6759 2.8394 0.200
H 0.1578 3.9945 1.9856 0.204
H -2.5053 2.6573 1.5119 0.175
H -1.5741 3.3163 0.0550 0.166
H -2.5977 4.4447 2.4188 0.458
C 2.1355 -0.4884 1.6624 -0.658
C 3.2420 0.3284 2.4944 -0.066
O 3.7428 1.2974 1.5569 -0.734
H 1.2052 0.0414 1.4575 0.229
H 1.8950 -1.4470 2.1222 0.200
H 2.5604 -0.5853 0.6633 0.206
H 4.0197 -0.3614 2.8223 0.167
H 2.8033 0.6697 3.4320 0.165
H 3.1224 2.0252 1.4732 0.473
O -4.8162 0.5004 0.5374 -1.021
H -5.0901 1.1731 1.1607 0.441
H -4.1998 -0.0439 1.0272 0.480
O -3.8811 -1.1092 2.6825 -1.454
H -3.6942 -1.4772 3.5462 0.360
H -4.8358 -1.0480 2.6492 0.391
O -1.4333 -0.1832 0.4092 -0.962
H -2.0483 -0.8063 0.7962 0.483
H -1.7148 -0.1026 -0.5021 0.461
```

Computed, not measured: CH4N4O in the gas phase in a non-equilibrium geometry, with wB97M-V/def2-TZVPD.

The relative energy (zero: lowest compared OMol25 entry of this formula, charge and spin) is 15.41 kcal/mol. Its structure (SMILES) is [H]/N=C(/N)NN=O. The highest occupied orbital energy comes out at -9.64 eV. The calculation puts the HOMO-LUMO gap at 0.3628 Ha. Its total energy is -9107.522 eV. The strongest force on any atom is 2.2 eV/A. The LUMO energy comes out at 0.0085 Eh.

Geometry as XYZ:
```
10
Properties=species:S:1:pos:R:3:nbo_charge:R:1
C 0.9082 0.0062 -0.0286 0.555
H 1.4257 1.9759 0.1511 0.409
H -0.3142 1.7209 -0.0692 0.435
H 2.0227 -1.4539 0.2193 0.332
H 0.0155 -1.8382 -0.1138 0.390
N 0.6461 1.3411 -0.1323 -0.830
N 2.0676 -0.4510 0.1171 -0.712
N -0.2664 -0.8848 -0.1240 -0.418
N -1.5529 -0.6656 -0.0330 0.259
O -1.8575 0.5225 0.1487 -0.420
```

Computed, not measured: 4 unconnected molecules or ions with the total composition C2H13NO3S2 in a non-equilibrium geometry, with wB97M-V/def2-TZVPD.

The multiplicity is 2. The relative energy (zero: lowest compared OMol25 entry of this formula, charge and spin) is 39.75 kcal/mol. The highest occupied orbital energy (alpha / beta) comes out at -13.71 / -13.18 eV. The calculation puts the HOMO-LUMO gap (alpha / beta) at 0.3132 / 0.1582 Ha. Its total energy is -31577.148 eV. The strongest force on any atom is 7.2 eV/A. Its expectation value of S² is 0.756. As for the charge: +1. The LUMO energy (alpha / beta) comes out at -0.1906 / -0.3263 Eh.

Geometry as XYZ:
```
21
Properties=species:S:1:pos:R:3:nbo_charge:R:1
N 0.5002 0.3659 2.2511 -0.743
C -0.3716 1.4538 1.7007 -0.244
C -1.8520 1.0050 1.8107 -0.600
S -2.9408 2.3581 1.3275 0.579
S -2.9334 2.1661 -0.8378 -0.012
H 1.5784 0.7842 2.3892 0.388
H 0.7027 -0.3716 1.7004 0.393
H -0.1441 2.4486 2.2573 0.236
H -0.0780 1.6641 0.6757 0.212
H -2.1783 0.1046 1.3057 0.266
H -2.1066 0.7676 2.9193 0.291
H -3.8670 1.0114 -0.9950 0.227
H 2.6156 -1.3238 -0.1625 0.479
H 1.3926 -2.3645 -0.1821 0.518
O 1.6476 -1.4221 0.1413 -0.993
H 2.2117 -2.3980 -1.8990 0.460
H 1.1927 -2.8852 -3.0761 0.502
O 1.5506 -3.1367 -2.1963 -0.959
H 0.4092 0.2782 -3.3371 0.462
H 1.4800 -0.0598 -2.4691 0.459
O 1.1905 -0.4458 -3.3239 -0.921
```

Computed, not measured: a molecular structure, C19H20Cl5N8O7RbSe in a non-equilibrium geometry, with wB97M-V/def2-TZVPD.

The relative energy (zero: lowest compared OMol25 entry of this formula, charge and spin) is 494.03 kcal/mol. The highest occupied orbital energy comes out at -2.06 eV. The calculation puts the HOMO-LUMO gap at 0.2007 Ha. Its total energy is -174875.000 eV. The strongest force on any atom is 4.3 eV/A. As for the charge: -2. The LUMO energy comes out at 0.1250 Eh.

Geometry as XYZ:
```
61
Properties=species:S:1:pos:R:3:nbo_charge:R:1
Rb 0.0782 0.6461 -0.6411 0.904
C 3.1240 -1.6600 0.6812 -0.255
O 2.2395 -0.6906 1.2224 -0.556
C 2.5767 -0.3135 2.5328 -0.089
C 1.8964 0.9901 2.9012 -0.090
O 0.4814 0.9944 2.8370 -0.526
C -0.2177 0.0649 3.6575 -0.090
C -0.6012 -1.1502 2.8406 -0.145
O -1.2507 -0.5866 1.6235 -0.525
C -1.4287 -1.3869 0.6521 0.096
H 4.1463 -1.2666 0.6558 0.161
H 2.7887 -1.8885 -0.3291 0.243
H 3.1043 -2.5835 1.2724 0.162
H 3.6593 -0.1313 2.6035 0.176
H 2.3386 -1.1215 3.2436 0.149
H 2.2126 1.7541 2.1893 0.243
H 2.2248 1.2747 3.9124 0.150
H -1.1256 0.5710 3.9925 0.197
H 0.3678 -0.2229 4.5392 0.170
H -1.3095 -1.8188 3.3290 0.204
H 0.2773 -1.6926 2.4976 0.204
H -3.1511 -2.6839 0.2633 0.136
H -1.7088 -3.9006 0.9301 -0.143
H -2.0644 -2.1452 -1.1570 0.110
O 5.2192 4.0287 -3.0751 -0.701
C 4.6529 3.3152 -4.0122 0.789
O 5.0050 3.3860 -5.1773 -0.653
C 3.5593 2.3692 -3.6279 -0.288
C 3.0985 1.4392 -4.5350 0.003
N 2.1395 0.7329 -3.9270 -0.311
N 1.9227 1.1328 -2.6781 -0.277
C 2.7762 2.1266 -2.4458 0.040
C 2.8365 2.7716 -1.0571 0.762
O 3.8563 3.4889 -0.8420 -0.768
O 1.9145 2.5787 -0.2534 -0.754
H 4.7593 3.8555 -2.1467 0.525
H 3.4106 1.2525 -5.5475 0.227
H 1.6469 -0.0869 -4.2486 0.433
N -2.9102 2.0032 -4.3680 -0.611
N -2.7218 0.7912 -3.7255 0.123
N -3.6256 -0.1686 -3.6814 -0.274
C -2.9943 -1.0835 -2.9730 0.116
N -1.7533 -0.6843 -2.6245 -0.268
N -1.5911 0.5121 -3.1179 -0.045
H -3.8532 2.3058 -4.1553 0.373
H -2.8270 1.8496 -5.3667 0.360
H -3.4147 -2.0423 -2.7062 0.244
Cl -1.8317 -2.9855 -0.1529 0.808
C -2.4031 -4.2841 -1.1935 -0.402
C -0.1692 -3.0848 -0.6790 -0.427
C 0.7959 -3.7505 -1.0684 -0.009
Cl 1.8088 -2.9831 -2.9222 -0.628
C 0.7159 -5.1461 -1.2295 -0.065
Cl 2.2127 -6.0248 -0.8589 -0.055
C -0.3635 -5.7879 -1.6821 -0.084
Cl -0.1557 -7.4914 -2.0590 -0.027
C -1.7620 -5.2873 -1.7946 -0.194
Cl -2.8355 -6.3769 -2.6986 -0.066
Se -4.8425 -1.9202 1.2793 -0.306
C -4.2944 -0.4248 0.4235 0.034
N -3.8617 0.5738 0.0150 -0.510
```

Computed, not measured: a molecular structure, C12H16Cl6O3Pb in a non-equilibrium geometry, with wB97M-V/def2-TZVPD.

The relative energy (zero: lowest compared OMol25 entry of this formula, charge and spin) is 6.16 kcal/mol. The highest occupied orbital energy comes out at 0.38 eV. The calculation puts the HOMO-LUMO gap at 0.1356 Ha. Its total energy is -99229.916 eV. The strongest force on any atom is 2.6 eV/A. As for the charge: -2. The LUMO energy comes out at 0.1496 Eh.

Geometry as XYZ:
```
38
Properties=species:S:1:pos:R:3:nbo_charge:R:1
C -1.6422 -0.6403 -1.3483 -0.161
C -0.7033 -0.4345 -2.3938 -0.130
C -0.2145 0.8900 -2.2818 -0.143
C -0.3311 -1.4122 -3.4245 -0.616
C -0.8457 1.5036 -1.1566 -0.063
C -1.7116 0.5532 -0.5695 -0.160
C -2.5975 0.7858 0.5798 -0.617
C -2.4532 -1.8545 -1.1769 -0.617
C 0.7337 1.5258 -3.2053 -0.619
C -0.6422 2.8924 -0.7258 -0.641
Pb 1.7534 -0.9624 0.8252 1.328
Cl 2.5165 -2.4521 -1.2576 -0.771
Cl -0.7997 -2.0733 1.9641 0.236
Cl 2.3905 1.3503 -0.1369 -0.718
H -0.4371 -2.4335 -3.0461 0.195
H 0.7142 -1.2815 -3.7192 0.207
H -0.9563 -1.3187 -4.3220 0.161
H 1.5464 0.8318 -3.4667 0.199
H 1.1882 2.4200 -2.7612 0.202
H 0.2421 1.8268 -4.1459 0.161
H 0.4259 3.1230 -0.6162 0.211
H -1.1255 3.0742 0.2407 0.185
H -1.0693 3.5963 -1.4541 0.165
H -2.2309 1.6244 1.1810 0.193
H -2.6438 -0.0792 1.2477 0.190
H -3.6190 1.0305 0.2544 0.161
H -1.8403 -2.7544 -1.3468 0.187
H -3.2865 -1.8938 -1.9009 0.165
H -2.8843 -1.9193 -0.1698 0.188
O -1.4503 -0.8153 2.9762 -0.664
H -0.9172 -0.8863 3.7727 0.483
Cl 2.5775 0.3627 6.2593 -0.003
C 3.5569 -0.5377 5.0556 -0.183
Cl 5.1388 0.2643 4.8549 0.009
Cl 3.7757 -2.2306 5.6037 -0.003
C 2.7869 -0.5371 3.6164 0.734
O 1.7825 0.1916 3.4728 -0.677
O 3.2720 -1.3300 2.7212 -0.775
```

Computed, not measured: 2 unconnected molecules or ions with the total composition C2H7N2O2 in a non-equilibrium geometry, with wB97M-V/def2-TZVPD.

The relative energy (zero: lowest compared OMol25 entry of this formula, charge and spin) is 128.20 kcal/mol. The highest occupied orbital energy (alpha / beta) comes out at -13.10 / -13.10 eV. The calculation puts the HOMO-LUMO gap (alpha / beta) at 0.3083 / 0.3084 Ha. Its total energy is -9251.213 eV. The strongest force on any atom is 4.1 eV/A. As for the charge: +1. The LUMO energy (alpha / beta) comes out at -0.1730 / -0.1730 Eh.

Geometry as XYZ:
```
13
Properties=species:S:1:pos:R:3:nbo_charge:R:1
C -0.7869 0.1853 -0.2222 0.505
C 1.8940 -0.0229 -0.2525 0.111
N -2.5630 1.0580 1.2578 -0.476
N 2.2344 -1.2808 -0.5068 -0.664
O -1.5831 0.1361 -1.3442 -0.674
O -1.1993 0.5894 0.8746 -0.381
H 1.8607 0.2722 0.7616 0.231
H 1.7771 0.7140 -1.0513 0.238
H -2.3573 1.7270 1.9903 0.364
H -2.8481 0.2341 1.7927 0.359
H 2.3115 -1.8455 -1.3574 0.441
H -0.9483 0.2391 -2.1763 0.519
H 2.2084 -2.0060 0.2336 0.427
```

Computed, not measured: 7 unconnected molecules or ions with the total composition C36H54FN2O25P in a non-equilibrium geometry, with wB97M-V/def2-TZVPD.

Its structure (SMILES) is CCO[C@]1(CC(=O)F)OC(=O)[C@@](CN)(C[C@H]2CO2)[C@]1(CCCCNC(C)=O)[PH2]=O.O=C1OCCO1.O=C1OCCO1.O=C1OCCO1.O=C1OCCO1.O=C1OCCO1.O=C1OCCO1. The highest occupied orbital energy comes out at -8.70 eV. The calculation puts the HOMO-LUMO gap at 0.3245 Ha. Its total energy is -104377.739 eV. The strongest force on any atom is 4.5 eV/A. The LUMO energy comes out at 0.0048 Eh.

Geometry as XYZ:
```
119
Properties=species:S:1:pos:R:3:lowdin_charge:R:1
C -0.7825 6.0321 1.1700 -0.058
C -1.7000 5.5219 0.0036 -0.201
O -1.1692 4.3534 -0.6394 -0.076
C -1.4729 3.1385 0.0009 -0.416
C -2.7007 2.5810 -0.8616 0.041
C -4.0561 2.9860 -0.2489 -0.451
O -4.6638 3.8991 -0.6033 0.191
F -4.6261 2.2205 0.7398 0.073
O -2.0573 3.2050 1.3163 0.045
C -1.4143 2.3065 2.1663 -0.410
O -1.5951 2.4919 3.3123 0.179
C -0.5364 1.2653 1.4020 -0.201
C 0.7488 0.6977 2.1948 -0.220
N 1.0921 1.4563 3.3964 0.026
C -1.3900 -0.0491 1.1403 -0.033
C -2.3191 -0.3033 2.4324 -0.209
C -2.0357 -1.7132 3.1420 0.024
O -1.6290 -0.3066 3.6825 -0.155
C -0.2224 2.1851 0.1158 -0.288
C -0.0827 1.5164 -1.2961 -0.122
C 1.2558 0.7746 -1.5727 -0.159
C 2.4176 1.6266 -2.1724 -0.186
C 2.0083 2.6390 -3.2670 -0.221
N 1.5905 2.0180 -4.5499 0.038
C 1.1607 3.0623 -5.4694 -0.499
C 2.0698 4.2458 -5.8722 -0.010
O 0.0805 3.0155 -5.9509 0.104
P 1.3137 3.1853 0.5772 0.841
O 1.7300 4.1380 -0.5001 -0.419
H -1.2331 6.9001 1.6845 0.083
H -0.6109 5.1930 1.8662 0.045
H 0.1794 6.2984 0.6837 0.080
H -2.7618 5.4463 0.2970 0.115
H -1.6561 6.3261 -0.7619 0.130
H -2.7186 1.4810 -0.9610 0.101
H -2.6519 3.0969 -1.8350 0.148
H 1.6172 0.5643 1.5198 0.083
H 0.5161 -0.3182 2.5434 0.080
H 0.5667 1.1273 4.1972 0.072
H 1.0258 2.4581 3.2800 0.029
H -2.1663 0.0304 0.3562 0.097
H -0.8073 -0.9854 0.9943 0.103
H -3.3776 0.0481 2.4001 0.148
H -2.4799 -1.9372 4.1272 0.098
H -0.9756 -2.0307 3.1927 0.090
H -0.8853 0.7547 -1.3989 0.100
H -0.3327 2.2957 -2.0425 0.122
H 1.0351 -0.0757 -2.2515 0.116
H 1.6552 0.2995 -0.6496 0.087
H 3.0218 2.1746 -1.4246 0.087
H 3.1223 0.9006 -2.6513 0.075
H 2.9182 3.2581 -3.4742 0.104
H 1.2558 3.3711 -2.9075 0.113
H 2.4373 1.6492 -4.9917 0.088
H 1.4555 5.1652 -5.9372 0.086
H 2.8886 4.4648 -5.1610 0.061
H 2.5259 4.1124 -6.8739 0.083
H 1.1166 3.9040 1.7849 0.035
H 2.4301 2.3177 0.7699 0.047
C -4.1235 -5.6459 3.5385 -0.133
C -4.4082 -6.2641 2.1957 -0.116
O -3.2428 -5.9287 1.4421 0.066
C -2.2330 -5.7159 2.3248 -0.562
O -1.0902 -5.5807 2.0202 0.153
O -2.6964 -5.6767 3.6016 0.058
H -4.5597 -6.2077 4.3594 0.125
H -4.4574 -4.6094 3.6025 0.129
H -4.4969 -7.3522 2.2441 0.134
H -5.3035 -5.8576 1.7289 0.135
C -4.0430 -4.9926 7.2871 -0.121
C -4.6690 -4.1934 8.4005 -0.121
O -5.1179 -3.0170 7.7297 0.071
C -5.2868 -3.3308 6.4195 -0.555
O -5.8077 -2.6265 5.6182 0.172
O -4.7801 -4.5651 6.1411 0.018
H -4.1420 -6.0669 7.4339 0.135
H -2.9881 -4.7508 7.1387 0.138
H -5.5305 -4.6970 8.8451 0.135
H -3.9601 -3.9444 9.1879 0.135
C 3.7784 -2.6642 -3.7217 -0.107
C 5.1682 -2.6038 -4.2985 -0.119
O 5.2091 -1.2993 -4.8787 0.072
C 4.2864 -0.5403 -4.2366 -0.531
O 4.1794 0.6425 -4.3641 0.123
O 3.5022 -1.2943 -3.4323 0.067
H 3.7229 -3.2707 -2.8199 0.137
H 3.0407 -3.0285 -4.4395 0.140
H 5.9440 -2.6740 -3.5325 0.134
H 5.3447 -3.3698 -5.0511 0.135
C 7.8898 2.4681 -3.9423 -0.129
C 6.5556 3.1446 -4.1083 -0.126
O 6.6508 4.2543 -3.2158 0.064
C 7.9712 4.5279 -3.0427 -0.560
O 8.3927 5.4922 -2.4923 0.165
O 8.7489 3.5493 -3.5852 0.057
H 8.2324 1.9855 -4.8560 0.132
H 7.8894 1.7343 -3.1323 0.132
H 6.4002 3.5198 -5.1229 0.137
H 5.7228 2.4981 -3.8387 0.110
C -5.0581 -1.1429 -1.8266 -0.124
C -5.3144 -1.7681 -3.1727 -0.124
O -4.1336 -1.4390 -3.9024 0.068
C -3.1403 -1.2224 -2.9992 -0.558
O -1.9936 -1.0915 -3.2775 0.174
O -3.6346 -1.1742 -1.7332 0.041
H -5.5132 -1.7001 -1.0097 0.134
H -5.3929 -0.1039 -1.7766 0.132
H -5.4051 -2.8557 -3.1197 0.133
H -6.1986 -1.3630 -3.6614 0.134
C 2.7882 -4.2364 2.1812 -0.117
C 2.1466 -3.4582 3.2974 -0.113
O 1.7027 -2.2710 2.6394 0.037
C 1.5580 -2.5684 1.3188 -0.535
O 1.0483 -1.8474 0.5181 0.145
O 2.0672 -3.7906 1.0325 0.073
H 2.6879 -5.3124 2.3090 0.136
H 3.8450 -3.9907 2.0512 0.133
H 1.2799 -3.9722 3.7193 0.133
H 2.8425 -3.2203 4.0999 0.136
```

Among the records above, which one has the lowest strongest force on any atom? CH4N4O

strongest force on any atom of number 7 (C2H7N2O2)? 4.1 eV/A

Number 2 is which compound? C10H36O8